This record from the OMol25 dataset describes C28H43BrN2P2V as an isolated structure at a distorted geometry. The level of theory is ωB97M-V/def2-TZVPD.

Its expectation value of S² is 0.81. The value obtained for the LUMO energy (spin up / spin down) is -0.5367 / -0.5574 Eh. The HOMO-LUMO gap (spin up / spin down) is 4.408 / 3.831 eV. The value obtained for the maximum force is 3.54 eV Å⁻¹. The multiplicity is 2. For the energy, the calculation gives -146972.496 eV. The total charge is +4.

Geometry as XYZ:
```
77
Properties=species:S:1:pos:R:3:forces:R:3
C 0.444063 4.264617 -2.014305 -0.65 0.14 -0.12
C 0.259042 2.955673 -2.498672 0.30 0.21 -0.57
C -0.082706 2.765282 -3.852682 -0.15 0.32 0.14
C -0.385303 3.918352 -4.599538 0.33 -0.28 0.13
N -0.299676 5.147711 -4.103440 -0.19 0.05 -0.16
C 0.110203 5.331618 -2.854760 0.47 -0.50 0.22
C 0.120823 1.885890 -1.511684 -1.90 0.53 1.73
C -0.787418 1.935035 -0.476435 1.73 1.53 -2.68
C -1.888524 2.531952 0.175454 -0.31 0.54 0.22
C -1.809456 3.382230 1.320909 0.19 -0.70 0.79
C -2.830567 3.336333 2.268920 0.61 0.29 -0.08
C -3.928078 2.464561 2.082128 0.51 0.09 -1.13
C -4.171309 1.966831 0.779046 0.82 0.47 -0.37
C -3.194352 2.115514 -0.210537 -0.33 -1.09 0.86
V 0.099951 0.257514 -0.500492 -0.29 0.09 1.59
P 2.200936 -0.620249 0.328895 1.04 0.20 0.17
H -0.202710 1.787240 -4.321125 0.06 0.20 0.27
H 0.719486 4.471615 -0.983714 0.02 -0.14 -0.12
H -0.710814 3.838971 -5.639783 0.12 -0.03 0.30
H 0.172544 6.354625 -2.484970 0.02 -0.16 -0.17
H -3.369335 1.810924 -1.241377 -0.07 -0.26 0.23
H -0.917243 4.007564 1.477956 -0.41 -0.46 0.09
H -5.077999 1.428231 0.565072 -0.34 0.18 -0.10
H -2.742674 3.915000 3.198070 -0.12 -0.18 -0.49
C 2.019218 -2.083302 1.443556 -0.91 -0.21 -0.01
C 2.852523 -3.311795 1.111714 0.29 -0.35 -0.10
H 0.948164 -2.344341 1.482809 0.37 0.12 0.22
H 2.260260 -1.724836 2.459044 0.02 0.19 -0.42
H 2.653495 -4.090682 1.858175 0.02 0.18 -0.12
H 2.606281 -3.734367 0.132494 0.11 0.07 0.07
H 3.923189 -3.094691 1.147867 -0.23 -0.14 -0.13
C 2.449530 -0.773537 -1.470398 0.80 -0.48 0.14
C 3.517215 0.184693 -2.025112 0.01 0.37 -0.18
H 1.478722 -0.514114 -1.974853 0.14 -0.25 -0.20
H 2.689930 -1.821198 -1.699374 -0.33 0.16 -0.28
H 3.585944 0.077593 -3.115631 -0.03 -0.06 0.31
H 3.242163 1.229372 -1.824258 0.14 -0.20 -0.03
H 4.508639 -0.008934 -1.598609 -0.28 -0.03 -0.10
C 3.586782 0.249824 1.137129 -0.33 1.04 -0.26
C 4.823999 -0.604092 1.409796 0.21 -0.43 0.01
H 3.173880 0.649060 2.077641 0.14 -0.06 -0.20
H 3.837305 1.114646 0.508830 -0.04 -0.11 0.19
H 5.630587 0.036526 1.779955 -0.20 0.01 -0.08
H 4.642168 -1.362297 2.177461 0.05 0.17 -0.12
H 5.194467 -1.104064 0.507448 -0.05 0.11 0.15
Br -5.010252 1.974226 3.463894 -0.36 0.06 0.40
P -1.738103 -2.580193 -0.959606 0.81 -0.11 1.10
C -0.076909 -3.331755 -0.944051 0.22 -0.06 -0.69
C -0.068845 -4.849769 -1.144380 -0.09 -0.55 -0.07
H 0.381827 -3.081240 0.021275 -0.34 -0.02 -0.25
H 0.515562 -2.855620 -1.745259 -0.27 -0.12 0.15
H 0.967500 -5.210160 -1.176451 -0.28 0.11 0.02
H -0.581507 -5.375582 -0.329410 0.10 0.12 -0.18
H -0.548179 -5.121422 -2.092402 0.14 0.01 0.22
C -2.376245 -2.430228 0.743603 -0.36 -0.18 0.06
C -3.743745 -3.116106 0.909676 -0.48 -0.15 0.11
H -2.455537 -1.355309 0.973363 0.04 -0.20 -0.06
H -1.632048 -2.887170 1.414658 -0.11 0.03 -0.27
H -4.028049 -3.128979 1.967960 0.12 0.00 -0.23
H -4.533586 -2.585784 0.363188 0.22 -0.10 0.08
H -3.724534 -4.152684 0.550735 0.03 0.22 0.15
C -1.659031 -0.923124 -1.707904 -0.09 -0.14 -0.18
C -2.421902 -0.916131 -3.058536 0.10 0.42 -0.46
H -0.575362 -0.696069 -1.954653 -0.55 -0.34 -0.59
H -2.114539 -0.195433 -1.004387 0.04 -0.15 -0.22
H -2.654850 0.115418 -3.345169 -0.01 -0.21 0.04
H -1.794804 -1.343283 -3.851169 -0.17 -0.01 0.20
H -3.355458 -1.494480 -3.011111 0.26 0.23 0.13
C -0.220471 0.415397 4.727534 -0.46 -0.79 -0.18
C 0.678370 1.304651 3.858246 0.93 0.80 0.48
C 0.501405 0.975425 2.462026 -2.13 -1.05 -0.43
N 0.051769 0.536730 1.475451 1.24 0.76 1.28
H -1.247170 0.400579 4.339769 0.23 0.02 0.13
H -0.261154 0.759811 5.763038 0.25 0.17 -0.22
H 0.179406 -0.604495 4.721919 -0.21 0.14 0.10
H 0.451426 2.368274 4.024093 0.09 -0.14 -0.26
H 1.741683 1.162035 4.115462 -0.27 0.13 0.00
```
Forces are in eV/Å.